DFT (the ωB97M-V functional and the def2-TZVPD basis) results for a structure of composition C49H88N8OSSi2 at a distorted geometry.

Output
Spin multiplicity ... 1
LUMO level ... 0.587 eV
M ... 893.54 u
Kohn-Sham gap ... 8.383 eV
Net charge ... 0

XYZ file:
```
149
Properties=species:S:1:pos:R:3:forces:R:3
C -3.40290 9.86629 1.26608 0.0546 0.0420 0.0861
C -4.44578 9.70284 1.84869 -0.2190 -0.0777 -0.5189
Si -6.22389 9.51575 2.29166 -0.4118 0.0889 0.9386
C -6.52377 10.51257 3.84914 0.1648 0.2018 -0.5102
C -6.69442 12.00017 3.47334 0.0851 -0.4981 0.1132
C -6.99279 12.88090 4.68280 0.1948 0.1917 -0.4682
S -7.60865 14.51711 4.15245 -0.0855 0.0632 -0.0632
O -6.61682 7.92606 2.53068 0.7587 0.1566 -0.4579
Si -5.76141 6.66340 1.84590 -0.4163 -0.4198 0.0927
C -5.42375 6.89080 0.01512 -0.0448 0.1146 0.0425
C -5.61543 5.59096 -0.78108 0.3200 0.3143 -0.1461
C -4.70208 4.43903 -0.32090 -0.0823 -0.3080 -0.3934
C -3.66783 3.96313 -1.37262 -0.0228 -0.2286 0.6365
C -3.56588 2.43518 -1.42525 0.3438 0.0844 -0.2552
C -2.71222 1.93104 -2.61481 -0.1301 0.1110 0.3683
C -1.28102 1.50241 -2.22358 -0.2182 0.0457 -0.5295
C -0.83839 0.17212 -2.85379 -0.0193 0.2823 0.3885
C 0.32517 -0.46702 -2.07413 -0.0103 -0.1824 -0.5388
C 1.39358 -1.15320 -2.94689 -0.0763 -0.1666 0.2684
C 2.01014 -2.39119 -2.27549 0.3070 -0.0186 -0.0626
C 3.51440 -2.55039 -2.53406 -0.2400 -0.1157 0.1038
N 4.33763 -1.89483 -1.52923 0.1055 0.1987 -0.1886
C 4.21146 -1.96945 -0.17252 -0.1221 -0.0401 0.5242
C 5.20885 -1.23483 0.41081 0.3487 0.1439 -0.3874
C 5.99703 -0.69336 -0.64521 -0.2350 -0.1706 0.3248
C 5.42914 -1.12294 -1.81634 0.4458 0.3380 0.0742
H -2.48667 10.02230 0.74506 0.0400 -0.0281 0.0900
H -7.06979 10.06845 1.21744 0.1372 -0.0361 -0.1770
H -7.40601 10.12965 4.36606 0.0323 0.0057 0.0997
H -5.64080 10.40315 4.48437 -0.1457 -0.1306 0.2052
H -7.48266 12.08999 2.72233 -0.0612 0.1285 0.0686
H -5.76901 12.33965 2.99847 -0.0905 0.1600 -0.0700
H -6.07550 13.03402 5.24760 -0.1353 -0.0568 0.2548
H -7.75114 12.41788 5.31010 0.0389 0.0305 0.1127
H -6.64764 15.29388 4.66588 -0.0002 -0.1020 0.1359
H -4.52611 6.40336 2.62067 0.0394 0.1385 0.0090
H -6.61309 5.45850 2.00468 -0.0517 0.0652 0.0270
H -6.08778 7.66273 -0.39008 0.0019 0.0327 0.0870
H -4.40729 7.27214 -0.11263 0.0198 -0.0301 -0.0283
H -5.39245 5.80553 -1.83002 -0.0672 -0.0139 -0.0057
H -6.66957 5.30841 -0.75932 0.0245 -0.1139 0.1329
H -4.15914 4.70186 0.59117 -0.1142 0.0373 0.0843
H -5.32866 3.57584 -0.07929 0.0126 0.0187 0.1398
H -3.89645 4.36002 -2.36306 -0.0788 0.0333 -0.0011
H -2.68239 4.33068 -1.07231 0.0319 0.1945 -0.3063
H -3.10227 2.09912 -0.49600 -0.1845 -0.0801 -0.0372
H -4.56713 1.99480 -1.45192 -0.0351 0.0787 -0.1006
H -2.66588 2.73494 -3.35331 -0.0196 -0.1069 -0.1474
H -3.23466 1.09971 -3.09344 0.0888 -0.0495 -0.0121
H -1.20507 1.44764 -1.13639 0.0315 -0.0621 0.0320
H -0.58806 2.27179 -2.57586 0.1319 0.0168 0.2906
H -0.56244 0.34310 -3.89246 0.0274 -0.0256 -0.0634
H -1.69959 -0.50227 -2.85447 0.0761 -0.1136 -0.0462
H -0.09830 -1.21578 -1.40064 0.0669 0.1132 0.1936
H 0.82148 0.29521 -1.47121 -0.0445 -0.0585 0.1684
H 2.19757 -0.44655 -3.16996 -0.0874 0.0938 -0.0511
H 0.96080 -1.44607 -3.90479 0.0163 0.0386 -0.0412
H 1.52995 -3.30668 -2.62886 -0.1513 0.0946 -0.0278
H 1.84853 -2.35272 -1.19690 -0.0186 -0.0137 -0.0014
H 3.77284 -2.08320 -3.48318 0.0203 -0.1276 -0.0852
H 3.77356 -3.60976 -2.60119 0.0900 0.0210 0.0629
H 3.44187 -2.52117 0.34198 -0.0743 -0.0952 -0.2543
H 5.37081 -1.11253 1.46658 -0.0446 -0.0417 0.0263
H 6.87302 -0.07443 -0.54302 -0.0123 0.0291 -0.0858
H 5.76972 -0.90279 -2.81542 -0.2999 -0.2055 -0.1359
C 4.19758 -1.29286 -6.40526 0.0051 -0.0463 0.0021
C 3.23539 -1.64861 -7.53147 0.1071 -0.0217 0.0869
C 2.37019 -0.45664 -7.95710 0.0389 -0.1545 0.0695
C 1.54554 0.02349 -6.84651 -0.0985 0.1144 -0.0897
N 0.89058 0.39289 -5.97900 0.0633 0.0010 -0.0585
H 3.65450 -0.98357 -5.51065 -0.0119 0.0423 -0.0122
H 4.81533 -2.15107 -6.14046 0.0012 0.0052 0.0013
H 4.86080 -0.47597 -6.69725 0.0001 0.0026 0.0060
H 2.58955 -2.47107 -7.21875 -0.0191 0.0067 -0.0250
H 3.79710 -1.99717 -8.39962 -0.0499 0.0268 -0.0423
H 1.70608 -0.73204 -8.77709 -0.0064 0.0317 -0.0079
H 2.99895 0.36721 -8.29947 -0.0180 0.0229 0.0037
C -1.81371 14.73579 5.54682 -0.0176 -0.0279 -0.0207
C -2.67185 14.99939 4.31545 0.0881 -0.0726 0.0941
C -3.40842 16.34277 4.37806 0.0276 -0.1253 -0.0092
C -4.31648 16.40232 5.52527 -0.0495 0.0584 -0.0341
N -5.04000 16.42157 6.41715 0.0383 -0.0309 -0.0170
H -2.42229 14.68330 6.45066 -0.0070 0.0354 -0.0022
H -1.28480 13.78793 5.44940 0.0126 0.0095 0.0001
H -1.07033 15.52339 5.68366 0.0004 0.0004 0.0072
H -3.40172 14.19559 4.19665 -0.0244 0.0259 -0.0384
H -2.04496 14.99402 3.42233 -0.0473 0.0403 -0.0329
H -3.99653 16.49864 3.47264 -0.0140 0.0434 0.0112
H -2.69772 17.16689 4.46032 -0.0041 0.0129 0.0036
C 1.37931 -8.65665 -1.87757 0.0456 -0.0217 0.0585
C 1.14029 -7.23885 -1.37446 0.0525 -0.1422 -0.0007
C 0.64844 -6.29080 -2.47477 0.0760 -0.0571 0.0927
C 1.62534 -6.18012 -3.56082 -0.0239 0.0696 -0.0319
N 2.40800 -6.10324 -4.39794 -0.0057 0.0307 0.0266
H 2.15935 -8.67921 -2.64131 -0.0311 0.0285 -0.0335
H 1.69764 -9.30400 -1.06059 -0.0288 -0.0130 -0.0030
H 0.47008 -9.07996 -2.30939 0.0046 -0.0023 -0.0093
H 2.06117 -6.84174 -0.94318 -0.0206 0.0456 0.0050
H 0.39746 -7.25344 -0.57561 -0.0217 0.0653 -0.0184
H 0.47261 -5.29271 -2.07129 -0.0246 0.0113 -0.0337
H -0.29191 -6.64995 -2.89682 -0.0040 0.0078 -0.0180
C -4.31071 2.79914 4.74519 -0.0126 0.0248 -0.0171
C -5.31793 2.78827 3.60201 0.0702 0.0380 0.1230
C -5.28918 1.48550 2.79388 0.0200 0.1629 0.0630
C -3.97826 1.26748 2.18105 -0.0415 -0.0959 -0.1343
N -2.96036 1.11420 1.67267 0.0401 -0.0130 0.1660
H -3.28824 2.71873 4.37320 -0.0064 -0.0319 -0.0115
H -4.38431 3.72817 5.31040 -0.0038 -0.0080 0.0090
H -4.48749 1.97068 5.43419 0.0076 -0.0003 0.0021
H -5.12420 3.62850 2.93307 -0.0309 -0.0172 -0.0338
H -6.32575 2.92417 3.99806 -0.0271 -0.0226 -0.0573
H -6.03410 1.51445 1.99729 0.0108 -0.0435 -0.0160
H -5.51683 0.63053 3.43310 0.0029 -0.0117 -0.0056
C 4.60496 -13.02876 -2.27979 -0.0058 0.0383 -0.0387
C 4.98677 -11.55523 -2.34209 -0.0480 -0.1380 -0.0323
C 5.26936 -10.95072 -0.96116 -0.0512 -0.0169 -0.1243
C 4.09505 -11.02894 -0.09024 0.0205 0.0616 0.0450
N 3.15923 -11.08591 0.57241 -0.0110 -0.0121 -0.0101
H 3.68300 -13.17602 -1.71473 0.0177 0.0114 0.0338
H 4.44478 -13.43173 -3.27822 0.0115 -0.0312 0.0127
H 5.39335 -13.61729 -1.80420 -0.0008 -0.0041 0.0023
H 4.18766 -10.98983 -2.82540 0.0196 0.0438 0.0155
H 5.87956 -11.43305 -2.95766 0.0162 0.0586 0.0336
H 5.55548 -9.90199 -1.05102 0.0128 0.0035 0.0444
H 6.09092 -11.47943 -0.47441 0.0033 0.0050 0.0168
C 5.15623 -17.26484 -0.89034 -0.0276 -0.0137 0.0050
C 4.50455 -18.34389 -1.74675 0.0402 0.0634 0.1206
C 4.87244 -18.22774 -3.23092 -0.1034 0.0041 0.1515
C 4.44221 -16.94446 -3.78867 0.0601 -0.0104 -0.1470
N 4.10709 -15.93718 -4.22538 -0.0150 -0.0062 0.0373
H 4.82411 -16.26907 -1.18798 0.0132 -0.0037 -0.0287
H 4.89575 -17.39879 0.15924 0.0150 -0.0003 0.0015
H 6.24431 -17.30018 -0.97440 0.0011 0.0065 -0.0001
H 3.41969 -18.29065 -1.64024 -0.0057 -0.0270 -0.0363
H 4.81201 -19.32952 -1.39336 -0.0079 -0.0236 -0.0599
H 4.40207 -19.02476 -3.80759 0.0221 0.0071 -0.0336
H 5.95234 -18.31317 -3.36390 0.0056 0.0095 -0.0209
C 5.25846 -2.18706 6.66680 0.0347 -0.0043 -0.0066
C 5.94751 -1.36164 5.58700 -0.0105 -0.0739 0.1200
C 4.97888 -0.86757 4.50635 0.1092 -0.0611 0.0351
C 4.33337 -1.98382 3.81359 -0.0925 -0.0094 -0.0258
N 3.83661 -2.87264 3.28325 0.0071 0.0138 0.0204
H 4.81314 -3.09126 6.25004 -0.0244 0.0201 -0.0188
H 5.97344 -2.49254 7.43061 -0.0095 0.0096 0.0094
H 4.46837 -1.61360 7.15548 -0.0051 -0.0053 0.0004
H 6.73570 -1.95403 5.11886 0.0021 0.0293 -0.0347
H 6.42765 -0.49240 6.03978 -0.0068 0.0343 -0.0585
H 5.50579 -0.26576 3.76437 -0.0389 0.0216 -0.0145
H 4.20007 -0.24284 4.94714 -0.0163 0.0048 -0.0159
```
Forces are in eV/Å.

Atom charges from the Löwdin analysis, given in e for atoms 1 to 4: C 0.059; C -0.186; Si 0.440; C -0.275